1.
C32H32AuN3O6S2 as an isolated structure. Source: the OMol25 dataset; level of theory: wB97M-V/def2-TZVPD.

Structure (XYZ):
```
76
Properties=species:S:1:pos:R:3:forces:R:3:lowdin_charge:R:1
Au -0.370 0.390 -0.309 -0.09 1.04 0.26 0.610
O -5.412 2.631 3.080 0.09 -0.22 -0.38 -0.331
S -4.299 3.050 2.259 -0.40 0.72 0.24 0.629
O -3.583 4.198 2.765 0.14 -0.31 -0.38 -0.325
N -3.325 1.777 1.902 -0.25 0.41 0.36 -0.077
C -3.367 1.501 0.632 0.26 -0.49 0.14 -0.812
S -2.761 0.091 -0.086 0.46 -0.59 -0.19 0.659
C -4.158 2.423 -0.207 -0.49 0.64 -0.35 -0.254
C -4.274 2.427 -1.591 0.02 -0.05 0.22 -0.044
C -5.099 3.373 -2.179 -0.06 0.03 -0.06 -0.088
C -5.806 4.279 -1.400 -0.05 -0.02 0.10 -0.090
C -5.672 4.283 -0.015 -0.19 0.27 0.09 -0.055
C -4.831 3.363 0.558 0.58 -0.64 0.21 -0.208
H -3.726 1.701 -2.173 0.05 -0.06 0.00 0.095
H -5.195 3.405 -3.257 -0.01 -0.02 0.00 0.099
H -6.481 4.983 -1.869 0.02 0.08 -0.04 0.093
H -6.218 4.989 0.593 -0.05 0.12 0.07 0.111
O -0.905 -3.400 -2.684 -0.32 -0.38 -0.45 -0.017
C -0.885 -2.680 -1.684 0.14 -0.09 0.20 -0.676
O -0.148 -1.685 -1.488 0.11 -0.10 0.10 -0.149
C -1.807 -3.109 -0.532 0.06 -0.10 -0.28 -0.153
C -2.991 -3.780 -0.816 0.09 0.06 0.05 -0.019
C -3.813 -4.235 0.204 -0.02 0.05 -0.07 -0.077
C -3.439 -4.057 1.520 0.15 0.06 0.47 -0.016
C -2.233 -3.417 1.808 -0.56 -0.18 -1.65 -0.163
C -1.429 -2.922 0.786 -0.01 -0.03 0.38 0.021
N -1.815 -3.314 3.163 0.69 0.00 1.70 -0.348
O -2.583 -3.701 4.045 0.27 0.21 -0.39 0.033
O -0.691 -2.888 3.404 -0.60 -0.15 -0.20 0.064
H -3.248 -3.944 -1.854 0.04 0.00 -0.06 0.113
H -4.741 -4.744 -0.025 -0.01 0.02 0.01 0.095
H -4.049 -4.412 2.337 0.00 0.00 -0.02 0.106
H -0.510 -2.405 1.019 0.03 0.05 -0.03 0.109
C 3.215 6.124 -1.689 -0.09 -0.05 0.01 -0.078
C 2.065 5.185 -1.419 -0.19 0.18 -0.03 -0.317
C 0.755 5.616 -1.576 0.11 0.23 -0.10 -0.074
C -0.280 4.718 -1.323 0.06 -0.13 0.07 -0.299
C -1.723 5.123 -1.443 0.05 0.01 0.01 -0.053
C 0.015 3.437 -0.927 -0.26 0.17 -0.10 -0.032
C 1.331 2.937 -0.740 -0.12 0.16 -0.01 -0.288
C 2.345 3.893 -1.011 0.34 -0.02 0.03 -0.020
N 1.438 1.667 -0.333 -0.51 -0.84 0.12 -0.040
C 2.614 0.866 -0.052 0.09 -0.04 -0.05 -0.472
C 3.991 1.547 -0.084 0.00 0.01 0.00 -0.110
C 5.108 0.558 0.250 0.30 0.12 -0.01 -0.305
C 4.898 -0.009 1.649 -0.05 -0.07 -0.06 -0.135
C 3.550 -0.729 1.685 0.00 -0.11 0.30 -0.296
C 3.524 -1.858 0.655 0.06 0.05 0.00 -0.119
C 3.764 -1.280 -0.739 0.08 -0.21 -0.26 -0.291
C 5.110 -0.560 -0.790 -0.01 -0.06 0.08 -0.135
C 2.660 -0.285 -1.075 0.12 -0.01 0.17 -0.101
C 2.442 0.269 1.361 0.16 -0.09 -0.06 -0.099
H 2.853 7.095 -2.021 -0.02 0.11 -0.03 0.057
H 3.867 5.722 -2.465 0.08 0.00 -0.04 0.068
H 3.819 6.277 -0.793 0.05 0.00 0.04 0.068
H 0.533 6.631 -1.880 0.02 0.12 -0.05 0.086
H -1.825 6.169 -1.730 0.00 0.10 -0.04 0.063
H -2.222 4.981 -0.486 -0.16 0.01 0.06 0.077
H -2.243 4.510 -2.180 -0.04 0.00 -0.02 0.067
H -0.804 2.758 -0.726 -0.06 -0.05 0.03 0.052
H 3.390 3.660 -0.904 0.01 -0.08 0.02 0.068
H 4.018 2.368 0.635 -0.01 0.15 -0.06 0.122
H 4.182 1.926 -1.089 -0.01 0.15 0.01 0.111
H 6.072 1.091 0.213 -0.13 -0.04 0.00 0.132
H 4.897 0.808 2.378 0.03 -0.01 0.04 0.113
H 5.716 -0.690 1.911 0.01 -0.05 0.02 0.110
H 3.387 -1.147 2.688 -0.02 0.04 -0.09 0.135
H 2.547 -2.345 0.677 -0.03 -0.09 0.01 0.119
H 4.285 -2.609 0.894 0.03 -0.04 0.01 0.112
H 3.750 -2.093 -1.475 0.00 0.04 0.04 0.138
H 5.245 -0.124 -1.785 0.08 -0.04 -0.03 0.113
H 5.940 -1.253 -0.611 0.03 -0.04 0.03 0.109
H 1.695 -0.789 -1.096 0.04 -0.06 -0.04 0.063
H 2.820 0.137 -2.071 -0.01 0.07 -0.04 0.130
H 2.439 1.080 2.095 -0.08 0.08 -0.03 0.125
H 1.467 -0.223 1.410 -0.06 0.00 0.03 0.088
```
Positions in Å, forces in eV/Å.

For the maximum force, the calculation gives 0.036 hartree/bohr. Its energy above the lowest of the compared OMol25 structures with the same formula, charge and spin is 0.451 eV. The calculation puts the HOMO-LUMO gap at 5.411 eV. For the total energy, the calculation gives -2786.41391 a.u. The LUMO energy is 4.0 eV. Its charge is -2.



2.
C32H32BiN3OPS2 as an isolated structure. Source: the OMol25 dataset; level of theory: wB97M-V/def2-TZVPD.

Structure (XYZ):
```
72
Properties=species:S:1:pos:R:3:forces:R:3:lowdin_charge:R:1
Bi -0.157 -0.127 -0.026 -0.44 -0.44 -0.03 1.797
C -0.865 -0.933 3.207 -0.46 0.03 0.10 -0.074
C -2.057 0.023 3.124 0.10 0.03 -0.19 -0.366
C -1.636 1.422 3.557 -0.28 -0.27 0.01 -0.035
C -2.761 -0.029 1.754 -0.36 -0.37 0.41 -0.286
C -4.201 0.511 1.775 0.19 -0.37 0.81 -0.025
O -4.316 1.205 0.534 -0.38 0.22 -0.53 0.067
C -3.139 1.320 -0.022 0.53 -0.21 0.20 -0.305
N -2.165 0.745 0.640 -0.02 0.43 -0.35 -0.086
C -3.114 2.069 -1.282 -0.32 0.45 -0.55 -0.122
C -4.295 2.782 -1.560 0.13 -0.19 0.22 0.036
C -4.469 3.507 -2.726 0.18 0.02 -0.12 0.006
C -3.448 3.555 -3.662 -0.18 -0.04 0.17 0.005
C -2.267 2.876 -3.408 0.12 -0.18 0.15 -0.066
C -2.077 2.131 -2.243 0.28 -0.01 0.06 -0.278
P -0.452 1.275 -2.264 -0.28 0.30 -0.95 0.976
C -0.550 0.069 -3.623 0.16 0.05 0.42 -0.373
C -1.047 -1.202 -3.326 0.13 0.28 0.10 -0.125
C -1.193 -2.142 -4.329 -0.06 -0.14 0.02 -0.043
C -0.840 -1.820 -5.632 0.00 0.03 0.13 -0.019
C -0.347 -0.558 -5.932 -0.03 0.03 -0.01 -0.025
C -0.202 0.394 -4.936 0.04 0.06 0.18 -0.067
C 0.871 2.464 -2.604 -0.27 -0.31 0.21 -0.378
C 2.098 1.943 -3.023 -0.11 0.00 0.06 -0.089
C 3.142 2.805 -3.305 0.04 -0.11 0.07 -0.035
C 2.977 4.175 -3.151 -0.01 0.00 0.05 -0.022
C 1.773 4.686 -2.692 -0.03 0.03 0.07 -0.034
C 0.714 3.836 -2.421 -0.06 -0.03 -0.01 -0.091
H -0.599 -1.080 4.253 0.19 0.01 -0.04 0.106
H 0.014 -0.529 2.698 0.25 0.05 0.03 0.024
H -1.109 -1.909 2.792 0.05 -0.15 -0.04 0.087
H -2.810 -0.344 3.830 0.01 -0.01 -0.05 0.158
H -0.835 1.792 2.922 0.12 0.09 -0.04 0.046
H -1.270 1.385 4.579 0.06 0.07 0.08 0.104
H -2.467 2.120 3.533 -0.08 0.21 -0.01 0.089
H -2.763 -1.077 1.425 -0.13 0.03 0.12 0.145
H -4.390 1.227 2.582 0.11 -0.08 -0.13 0.148
H -4.955 -0.275 1.821 0.07 0.14 -0.12 0.157
H -5.093 2.756 -0.834 -0.04 0.01 -0.05 0.136
H -5.402 4.024 -2.901 -0.02 0.02 0.01 0.135
H -3.571 4.104 -4.584 0.02 0.04 -0.04 0.135
H -1.473 2.908 -4.144 -0.02 0.04 -0.07 0.113
H -1.324 -1.444 -2.303 -0.13 -0.18 -0.05 0.055
H -1.581 -3.123 -4.096 -0.02 -0.06 0.00 0.123
H -0.946 -2.558 -6.413 -0.02 -0.05 -0.08 0.129
H -0.073 -0.314 -6.947 0.02 0.03 -0.07 0.128
H 0.189 1.371 -5.181 0.06 0.07 -0.01 0.115
H 2.220 0.875 -3.146 0.08 -0.09 -0.08 0.114
H 4.089 2.407 -3.631 0.10 -0.04 -0.11 0.124
H 3.791 4.841 -3.390 0.09 0.07 0.01 0.128
H 1.654 5.749 -2.537 -0.01 0.09 -0.10 0.125
H -0.232 4.245 -2.102 -0.10 0.05 0.01 0.103
C -0.600 3.515 0.661 -0.28 0.26 0.07 -0.068
C 0.662 2.869 1.058 0.37 0.34 0.15 -0.614
N 0.976 1.585 0.907 -0.06 0.18 0.06 -0.115
C 2.227 1.295 1.423 0.69 0.89 0.48 -0.325
C 2.859 2.385 1.947 -0.42 -0.24 -0.21 -0.263
S 1.886 3.781 1.820 -0.29 -0.69 -0.32 1.228
C 2.730 -0.057 1.413 0.94 -0.68 0.57 -0.363
C 3.791 -0.564 2.116 -0.38 0.09 -0.29 -0.279
S 3.938 -2.244 1.854 -0.66 0.39 -0.46 1.203
C 2.558 -2.197 0.815 0.62 -0.17 0.42 -0.604
N 2.056 -0.994 0.682 -0.02 0.10 -0.27 -0.122
C 2.023 -3.429 0.197 -0.09 -0.30 -0.15 -0.057
H -1.048 3.016 -0.191 -0.02 0.15 0.02 0.028
H -0.421 4.562 0.422 -0.01 0.02 -0.13 0.103
H -1.312 3.509 1.490 -0.03 -0.12 -0.01 0.100
H 3.834 2.427 2.388 0.25 -0.02 0.11 0.102
H 4.467 -0.052 2.770 0.14 0.16 0.16 0.095
H 2.704 -4.258 0.371 -0.05 -0.08 -0.07 0.092
H 1.888 -3.319 -0.878 0.06 0.05 -0.06 0.094
H 1.060 -3.698 0.635 -0.04 0.00 0.07 0.094
```
Positions in Å, forces in eV/Å.

For the maximum force, the calculation gives 0.025 hartree/bohr. The calculation puts the HOMO-LUMO gap at 7.566 eV. For the total energy, the calculation gives -2829.56702 a.u. The LUMO energy is -9.3 eV. Its charge is +3.